{
  "formula": "C33H35CrF6N9O16",
  "method": "ωB97M-V/def2-TZVPD",
  "multiplicity": 4,
  "e_lumo_ev": [2.24, 2.00],
  "total_charge": -1,
  "total_energy_ev": -125676.3629,
  "max_force_ev_per_a": 3.6,
  "orbital_gap_ev": [9.4260, 9.1887],
  "symbols": ["Cr", "N", "O", "O", "O", "N", "O", "O", "O", "N", "O", "O", "O", "N", "O", "O", "O", "N", "C", "C", "C", "C", "C", "H", "H", "H", "H", "H", "N", "C", "C", "C", "C", "C", "H", "H", "H", "H", "H", "N", "C", "C", "C", "C", "C", "H", "H", "H", "H", "H", "N", "C", "C", "C", "C", "C", "H", "H", "H", "H", "H", "N", "C", "C", "C", "C", "C", "H", "H", "H", "H", "H", "C", "C", "O", "C", "O", "C", "F", "F", "F", "H", "H", "H", "H", "H", "C", "C", "O", "C", "O", "C", "F", "F", "F", "H", "H", "H", "H", "H"],
  "coordinates": [[0.703, -0.806, -0.192], [3.508, -2.161, -0.399], [4.230, -2.012, -1.363], [3.857, -2.571, 0.659], [2.228, -1.846, -0.569], [-1.178, 1.226, 1.231], [-0.295, 1.752, 1.918], [-2.362, 1.420, 1.427], [-0.951, 0.498, 0.207], [2.676, 0.347, 1.638], [3.534, 0.520, 0.772], [2.853, 0.856, 2.730], [1.563, -0.329, 1.459], [-1.279, -1.677, -2.451], [-2.258, -1.533, -1.714], [-0.031, -1.213, -2.062], [-1.268, -2.147, -3.567], [1.529, 0.910, -1.200], [2.403, 0.773, -2.262], [2.823, 1.829, -3.072], [2.278, 3.090, -2.789], [1.464, 3.280, -1.642], [1.190, 2.177, -0.858], [2.809, -0.236, -2.476], [3.608, 1.574, -3.800], [2.523, 3.943, -3.416], [0.985, 4.178, -1.273], [0.695, 2.413, 0.078], [-0.506, -5.082, -1.213], [-1.536, -5.619, -1.877], [-1.643, -5.569, -3.243], [-0.717, -4.893, -3.993], [0.384, -4.373, -3.274], [0.447, -4.459, -1.931], [-2.357, -5.969, -1.235], [-2.569, -5.948, -3.628], [-0.873, -4.708, -5.044], [1.143, -3.774, -3.777], [1.205, -3.960, -1.353], [-1.239, 3.604, -4.737], [-2.139, 3.781, -3.803], [-2.383, 2.787, -2.898], [-1.740, 1.553, -3.001], [-0.775, 1.394, -3.985], [-0.570, 2.472, -4.872], [-2.595, 4.769, -3.674], [-3.103, 2.955, -2.118], [-1.845, 0.902, -2.149], [-0.034, 0.604, -3.926], [0.242, 2.530, -5.571], [-5.914, 0.666, -2.061], [-4.887, -0.046, -1.648], [-4.409, -0.029, -0.333], [-5.143, 0.715, 0.593], [-6.196, 1.481, 0.085], [-6.546, 1.472, -1.232], [-4.327, -0.638, -2.336], [-3.541, -0.615, -0.120], [-4.841, 0.797, 1.612], [-6.847, 2.089, 0.732], [-7.499, 1.869, -1.572], [-0.218, -2.359, 0.881], [0.509, -3.386, 1.464], [0.082, -4.515, 2.080], [-1.315, -4.637, 2.178], [-2.188, -3.681, 1.719], [-1.538, -2.563, 1.061], [1.568, -3.272, 1.372], [0.770, -5.205, 2.565], [-1.605, -5.587, 2.622], [-3.289, -3.717, 1.674], [-2.179, -1.882, 0.567], [5.014, 4.791, 1.122], [4.364, 3.379, 1.084], [5.026, 2.688, -0.041], [6.169, 2.020, 0.167], [6.874, 2.119, 1.105], [6.447, 1.049, -1.008], [6.594, 1.617, -2.186], [7.680, 0.506, -0.695], [5.569, 0.090, -1.053], [4.633, 5.317, 2.012], [4.657, 5.323, 0.239], [6.078, 4.752, 1.171], [3.309, 3.427, 0.867], [4.546, 2.868, 2.028], [-2.487, 2.407, 5.972], [-1.715, 1.647, 4.905], [-1.015, 0.477, 5.550], [-1.032, -0.692, 4.927], [-1.231, -1.024, 3.818], [-0.854, -1.823, 6.034], [-0.154, -1.340, 7.074], [-2.027, -2.261, 6.458], [-0.169, -2.859, 5.509], [-1.781, 3.006, 6.544], [-3.075, 1.801, 6.662], [-3.192, 3.156, 5.634], [-0.919, 2.125, 4.336], [-2.386, 1.223, 4.148]],
  "mulliken_charge": [-0.822, 1.044, -0.646, -0.652, -0.258, 0.514, -0.602, -0.634, 0.374, 0.439, -0.264, -0.707, -0.339, 0.775, -0.435, -0.312, -0.608, 3.334, -0.707, -0.986, -0.698, -0.840, -0.420, 0.160, 0.500, 0.431, 0.495, 0.006, -0.267, -0.252, -0.496, -0.147, -0.596, -0.473, 0.354, 0.356, 0.396, 0.239, 0.776, -0.654, -0.311, -0.750, 1.049, -0.445, -0.676, 0.346, 0.445, -0.265, 0.602, 0.476, -0.636, -0.857, 1.121, -0.388, -0.385, -0.365, 0.813, -0.414, 0.439, 0.319, 0.391, 3.026, -0.797, -0.811, -0.653, -1.163, -0.067, 0.361, 0.521, 0.423, 0.516, -0.293, -1.382, 0.063, -0.072, 0.318, -0.548, 0.871, -0.289, -0.307, -0.113, 0.387, 0.294, 0.360, 0.087, 0.364, -1.313, 0.337, -0.322, 0.445, -0.408, 0.803, -0.261, -0.265, -0.220, 0.339, 0.318, 0.382, 0.230, -0.045]
}